Entry w
{"formula": "C5H13N2O", "method": "ωB97M-V/def2-TZVPD", "charge": 1, "e_homo_ev": -12.8, "homo_lumo_gap_ev": 9.5, "smiles": "N/C=C(\\[NH3+])CCCO", "elements": ["H", "H", "H", "H", "H", "H", "C", "C", "O", "N", "H", "H", "H", "C", "C", "N", "C", "H", "H", "H", "H"], "xyz": [[2.3992, 1.0772, 0.6986], [-0.5656, 1.8425, 1.1386], [1.0968, -1.6300, -0.9881], [-0.7570, -0.3811, 1.9389], [-2.3790, -1.1357, 0.5719], [-0.0023, -1.1459, -2.0584], [0.0519, -0.2012, 1.2256], [-0.5058, -0.7287, -0.0866], [1.5076, 1.8573, -0.9288], [-2.2133, -2.0495, -1.1899], [-1.6306, -2.5864, -1.8417], [1.0983, 2.6871, -1.2150], [0.9047, 0.0097, -1.3166], [-1.6630, -1.3626, -0.1424], [1.6152, 1.8023, 0.5423], [0.4363, -0.9059, -1.1848], [0.3764, 1.3265, 1.3020], [0.8439, -0.8355, 1.5666], [-3.1982, -2.0038, -1.2521], [1.9244, 2.7948, 0.8756], [0.6602, 1.5686, 2.3442]]}

Entry x
{"formula": "C5H13N2O", "method": "ωB97M-V/def2-TZVPD", "charge": 1, "e_homo_ev": -14.1, "homo_lumo_gap_ev": 11.2, "elements": ["H", "C", "O", "H", "C", "H", "H", "H", "H", "C", "N", "H", "H", "H", "H", "H", "H", "C", "N", "C", "H"], "xyz": [[-0.9159, -0.9137, -1.0353], [-2.8247, -0.3335, -0.3676], [0.4489, 2.4058, 0.2560], [-1.1671, -1.5805, 0.5589], [2.1900, -0.4825, -0.8233], [0.2158, 2.4932, 1.1653], [-3.3486, -1.0182, -0.9238], [-0.0050, 1.1977, -1.0630], [2.7064, -1.3084, 1.1693], [0.1336, 1.1959, -0.0319], [-0.7236, 0.3729, 0.5253], [-1.0519, 0.3071, 1.4681], [0.9240, -1.4812, 0.6816], [2.5087, 1.1439, 0.6926], [3.1837, -0.4626, -0.9802], [-2.9364, 0.5021, -1.0035], [-3.2664, -0.1214, 0.7269], [1.8317, -0.9508, 0.5165], [1.8931, 0.4444, 0.2434], [-1.3781, -0.8031, -0.1464], [1.5819, -0.6070, -1.6289]]}

Entry y
{"formula": "C5H13N2O", "method": "ωB97M-V/def2-TZVPD", "charge": 1, "e_homo_ev": -12.8, "homo_lumo_gap_ev": 9.9, "elements": ["H", "H", "C", "H", "C", "H", "H", "H", "C", "N", "H", "H", "C", "H", "H", "N", "C", "H", "O", "H", "H"], "xyz": [[-0.4959, -1.4607, 1.6071], [1.4820, 0.6887, -2.1418], [0.8809, 1.2301, -1.4906], [3.7452, 0.3955, 0.7843], [1.9872, -0.0477, 0.3758], [1.3837, 2.1970, -1.3666], [-2.9141, -0.0616, -0.0652], [0.0233, 1.2129, 0.3223], [-2.1648, 0.0024, 0.6901], [-0.1352, -0.8781, -0.3807], [-0.1383, 1.3345, -1.9881], [2.6748, 1.8463, 0.6660], [-1.1823, -1.2152, 0.6682], [-1.6090, 0.9371, 0.7713], [-0.6714, -0.5700, -1.3059], [2.8308, 0.8312, 0.7414], [0.7180, 0.4704, -0.1568], [0.4581, -1.7004, -0.6233], [-1.7400, -2.4137, 0.2949], [-2.2979, -2.7760, 0.9676], [-2.8353, -0.0227, 1.6298]]}

Winner for stability: entry w

Entry w
{"formula": "C5H13N2O", "method": "ωB97M-V/def2-TZVPD", "charge": 1, "e_homo_ev": -13.4, "homo_lumo_gap_ev": 10.6, "smiles": "C=C([NH2+][C@@H](C)N)OC", "elements": ["H", "H", "C", "H", "H", "N", "H", "H", "H", "O", "H", "C", "H", "C", "H", "N", "H", "H", "C", "H", "C"], "xyz": [[-0.1536, -1.1664, 1.1807], [-1.3463, -2.2862, -2.4213], [0.7714, 1.9568, 1.4280], [2.6642, -0.7894, 1.0636], [-2.6374, -0.1756, -1.7848], [-0.3797, -0.2358, 0.8178], [-2.8426, 0.5536, -0.1184], [0.3976, -2.2579, -2.7651], [1.6099, 2.6486, 1.4006], [-0.1254, -1.1271, -1.2045], [-1.0029, 0.2436, 1.4699], [-1.0257, -0.4166, -0.4895], [1.3573, 0.6657, -0.2395], [-0.4589, -1.6530, -2.4792], [-0.0338, 2.4041, 0.8559], [2.1687, -0.0331, 1.5001], [-0.6100, -0.8584, -3.2108], [0.4674, 1.8530, 2.4655], [1.1971, 0.6390, 0.8375], [2.2088, 0.0191, 2.5060], [-2.2260, 0.0164, -0.8124]]}

Entry x
{"formula": "C5H13N2O", "method": "ωB97M-V/def2-TZVPD", "charge": 1, "e_homo_ev": -14.0, "homo_lumo_gap_ev": 11.3, "elements": ["O", "H", "H", "C", "C", "H", "H", "N", "H", "H", "H", "H", "H", "H", "C", "H", "H", "C", "C", "H", "N"], "xyz": [[2.1246, 0.0565, 0.6825], [3.8202, -1.1246, 0.1381], [0.6245, -1.2985, 1.5500], [-0.6209, 1.6845, -2.1236], [0.9319, -0.2850, 1.2616], [-2.9119, -0.8557, 2.1641], [-1.2538, -1.1982, 1.8905], [-1.8350, 0.0442, 0.3709], [0.9101, 1.2837, -0.6398], [2.8531, -0.3016, -1.0649], [2.1252, -1.7797, -0.2909], [-0.1814, 2.7108, -2.3239], [0.7332, 0.4264, 2.1216], [-2.3262, -1.9896, 0.8422], [-0.6258, 0.3778, 0.1239], [-0.4534, 0.9788, -2.9325], [-1.7744, 1.8419, -2.0115], [2.7420, -0.8746, -0.1863], [-2.1384, -1.0186, 1.3805], [-2.6411, 0.2359, -0.1284], [-0.1023, 1.0856, -0.8242]]}

Winner for stability: entry w